50
Properties=species:S:1:pos:R:3:forces:R:3 method="wB97M-V/def2-TZVPD" energy_ev=-42520.1629 homo_ev=-8.21 largest_force_ha_per_bohr=0.338
C -7.13979 -0.91339 1.30039 -0.581 9.585 -6.396
H -8.08140 -1.07640 0.94584 -2.505 -0.666 -1.117
O -6.32742 -0.81085 -0.03308 -8.467 -0.569 2.450
C -5.08998 -0.76505 -0.01558 0.891 -0.091 -5.498
C -4.35356 -0.73020 1.00937 -1.057 0.472 11.455
C -3.06364 -0.47370 1.10666 4.159 0.002 4.065
C -2.49369 -0.53032 -0.01764 4.752 2.133 -12.224
C -3.17352 -0.56243 -1.45811 -5.445 -1.305 10.914
C -4.56918 -0.72338 -1.33535 6.963 0.927 3.404
H -5.08803 -0.94160 -2.12549 -3.461 -0.693 -4.254
H -2.70794 -0.40778 -2.26987 3.662 0.675 -5.852
S -0.75685 -0.01624 -0.41978 1.051 -4.717 8.600
O -0.02152 -0.54235 0.85250 -2.110 3.429 -1.480
O -0.11875 -0.72332 -1.42362 0.275 -2.007 -5.221
N -0.59401 1.49830 -0.73838 -1.063 -3.720 16.966
C -0.52143 1.96654 -1.83626 3.495 4.956 -15.482
H 0.46793 2.47073 -2.00940 -0.770 1.033 0.165
H -1.37333 2.51825 -2.17041 -0.502 1.044 -0.661
H -0.23972 1.24082 -2.67577 -1.085 0.150 1.047
C -0.31571 2.47715 0.58235 -0.434 1.912 -7.753
C 1.17045 2.75114 0.41003 -0.651 4.317 3.290
O 1.53431 3.95502 0.39548 -0.394 -1.605 -1.644
N 1.96240 1.80634 0.87852 -0.566 -4.153 -1.445
H 1.43813 0.85746 1.15888 1.785 2.169 -1.231
C 3.40808 1.88794 0.51407 -3.962 -15.309 5.842
C 4.05155 1.01156 -0.49957 -8.267 -7.237 3.520
N 4.18465 -0.62050 -0.39606 1.710 9.497 -2.066
C 5.25085 -0.69002 0.49430 -6.520 -9.239 5.798
C 5.43884 -2.36532 0.37592 1.529 4.707 1.795
O 4.40742 -3.16686 0.51085 -4.519 0.958 -1.357
C 3.34917 -2.59168 -0.46998 -2.955 -8.003 3.102
C 2.94983 -1.26011 -0.30719 2.766 -0.238 8.853
H 2.23432 -0.89549 -0.86372 -3.519 1.678 -3.312
H 2.56818 -1.26431 0.82372 0.219 0.636 -1.685
H 2.44719 -3.40901 -0.20843 2.234 2.289 -1.241
H 3.69191 -2.62915 -1.42913 1.382 -1.284 -2.677
H 6.29139 -2.69632 0.79667 2.483 -1.279 3.596
H 5.89465 -2.41802 -0.49733 1.042 -0.067 -5.607
H 6.09304 -0.21070 0.36524 3.995 2.699 -1.208
H 4.79746 -0.61194 1.67777 1.447 0.361 -2.562
H 3.36612 1.09105 -1.16561 -3.341 0.695 -6.058
H 4.79714 1.50474 -0.50151 10.839 5.042 -1.891
H 3.59862 2.72846 0.74097 3.754 11.417 1.996
H 3.77311 1.13479 1.69373 -0.261 2.525 -2.881
H -0.95459 3.41824 0.25122 1.305 -2.001 1.648
H -0.42893 1.88908 1.38618 -1.298 -1.608 3.147
H -2.31387 -0.36862 1.97656 -1.975 -0.175 -0.866
H -4.70331 -0.69012 2.17693 -0.563 -0.400 -3.157
H -6.83082 -1.63930 1.75774 3.676 -7.561 5.498
H -7.21960 0.10388 1.79609 0.855 -1.377 -0.322